Record 1
Computed, not measured: an isolated ion of composition C32H33O2Si and charge +1 at a distorted geometry, with ωB97M-V/def2-TZVPD.

```
68
Properties=species:S:1:pos:R:3:mulliken_charge:R:1
C 6.924 -1.173 -1.828 -0.55
C 5.975 -1.838 -2.622 -0.47
C 5.183 -1.111 -3.502 -0.31
C 5.376 0.271 -3.538 0.46
O 4.324 1.060 -4.006 -0.48
C 3.078 0.918 -3.362 -0.57
C 2.762 1.870 -2.384 -0.26
C 1.495 1.814 -1.798 -0.83
C 0.642 0.705 -1.975 -0.14
C -0.578 0.542 -0.990 -0.05
C -1.747 -0.293 -1.627 0.61
C -3.044 0.238 -1.866 -0.15
C -4.096 -0.543 -2.384 -0.84
C -3.851 -1.882 -2.691 -0.32
C -2.589 -2.436 -2.491 -1.05
C -1.532 -1.615 -2.038 -0.23
C 0.938 -0.143 -3.053 -0.19
C 2.158 -0.047 -3.746 -0.46
C 6.450 0.930 -2.925 -0.49
C 7.203 0.194 -2.015 -0.28
H 7.552 -1.735 -1.129 0.35
H 5.840 -2.914 -2.548 0.40
H 4.350 -1.575 -4.033 0.37
H 3.463 2.694 -2.194 0.44
H 1.226 2.644 -1.119 0.57
H -1.013 1.557 -0.858 0.37
H -3.220 1.300 -1.633 0.32
H -5.085 -0.095 -2.490 0.39
H -4.663 -2.510 -3.020 0.40
H -2.383 -3.508 -2.655 0.39
H -0.514 -2.028 -2.021 0.54
H 0.296 -0.956 -3.383 0.65
H 2.400 -0.617 -4.641 0.66
H 6.544 2.016 -3.062 0.40
H 8.002 0.715 -1.479 0.36
C -2.842 -3.136 3.385 -1.04
Si -3.182 -1.682 2.245 0.17
C -4.074 -2.235 0.700 -0.82
C -4.230 -0.402 3.115 -1.01
O -1.720 -0.979 1.655 -0.40
C -1.034 0.175 1.702 0.00
C -0.027 0.347 0.544 0.42
C 1.058 1.321 1.159 -1.40
C 0.413 2.615 1.653 -0.65
C -0.550 2.381 2.752 0.43
C -1.105 1.068 2.874 0.45
C -1.626 0.724 4.161 -0.42
C -1.770 1.687 5.143 -0.79
C -1.302 3.011 4.940 -0.57
C -0.693 3.355 3.736 -0.63
H -3.787 -3.704 3.522 0.34
H -2.100 -3.842 2.977 0.33
H -2.506 -2.848 4.394 0.35
H -5.119 -2.511 0.882 0.50
H -4.079 -1.496 -0.106 0.04
H -3.574 -3.131 0.308 0.29
H -5.275 -0.695 2.987 0.53
H -4.036 -0.334 4.190 0.33
H -4.109 0.593 2.677 0.35
H 0.536 -0.680 0.439 0.41
H 1.598 0.888 2.032 0.45
H 1.812 1.555 0.405 0.47
H 1.219 3.289 1.996 0.52
H -0.159 3.040 0.833 0.39
H -1.757 -0.338 4.406 0.61
H -2.175 1.400 6.114 0.45
H -1.414 3.772 5.713 0.41
H -0.257 4.346 3.574 0.47
```

The value obtained for the total energy is -45685.7535 eV. The total charge is +1. The calculation puts the relative energy (zero: lowest compared OMol25 entry of this formula, charge and spin) at 3.9 kJ/mol.

Record 2
Computed, not measured: one molecule with the formula C5H8O, with ωB97M-V/def2-TZVPD.

```
14
Properties=species:S:1:pos:R:3:mulliken_charge:R:1
O 2.718 -0.525 -0.327 -0.48
C 1.925 0.275 0.108 -0.25
C 0.515 -0.038 0.512 0.29
C -0.240 -1.095 -0.302 -0.66
C -1.489 -0.192 -0.236 -0.48
C -0.570 1.001 0.115 -0.76
H 2.179 1.349 0.199 0.35
H 0.489 -0.234 1.593 0.31
H 0.190 -1.136 -1.307 0.23
H -0.296 -2.104 0.108 0.32
H -2.101 -0.105 -1.137 0.30
H -2.133 -0.470 0.605 0.23
H -0.264 1.545 -0.785 0.28
H -0.923 1.728 0.855 0.32
```

The value obtained for the total energy is -7361.0534 eV. The total charge is 0. The calculation puts the relative energy (zero: lowest compared OMol25 entry of this formula, charge and spin) at 116.0 kJ/mol. Its SMILES is O=CC1CCC1.

Record 3
Computed, not measured: a 5-piece molecular cluster, C24H38N2O16S overall at a distorted geometry, with ωB97M-V/def2-TZVPD.

```
81
Properties=species:S:1:pos:R:3:mulliken_charge:R:1
O 2.102 -0.417 2.623 -0.56
C 2.181 0.500 1.881 0.84
C 1.720 1.951 2.171 -0.78
C 1.427 2.503 0.966 0.83
C 0.885 3.872 0.530 -0.74
C 0.114 4.688 1.644 -0.75
S -1.045 3.709 2.683 -0.14
C -2.080 2.808 1.531 0.30
N -3.414 2.755 1.569 -0.32
N -3.776 1.982 0.512 -0.40
C -2.699 1.593 -0.154 0.00
O -1.589 2.089 0.489 0.03
C 1.758 1.412 -0.086 0.05
O 1.436 1.280 -1.211 -0.50
O 2.642 0.514 0.569 -0.29
H 1.611 2.506 3.118 0.41
H 0.196 3.727 -0.340 0.26
H 1.745 4.484 0.145 0.54
H -0.513 5.444 1.103 0.36
H 0.868 5.204 2.281 0.41
H -2.596 0.978 -1.060 0.41
C 1.490 -2.630 0.978 -0.86
C 0.855 -2.515 -0.392 -0.12
O 0.146 -3.714 -0.738 -0.36
C -1.070 -3.836 -0.200 0.69
O -1.611 -3.038 0.522 -0.57
O -1.578 -5.013 -0.586 -0.27
C -2.856 -5.305 -0.020 -0.57
H 2.111 -3.528 1.039 0.34
H 2.107 -1.759 1.191 0.21
H 0.733 -2.714 1.759 0.27
H 1.633 -2.387 -1.146 0.32
H 0.197 -1.646 -0.458 0.21
H -3.560 -4.491 -0.190 0.33
H -2.753 -5.506 1.047 0.31
H -3.240 -6.200 -0.508 0.08
C 4.632 -0.260 4.696 -0.84
C 4.644 0.776 5.801 -0.27
O 5.948 0.892 6.386 -0.34
C 6.821 1.632 5.698 0.77
O 6.605 2.205 4.661 -0.56
O 7.988 1.611 6.353 -0.33
C 9.039 2.310 5.688 -0.63
H 5.026 -1.212 5.058 0.35
H 3.619 -0.415 4.322 0.15
H 5.264 0.047 3.860 0.30
H 3.971 0.465 6.601 0.33
H 4.294 1.747 5.444 0.29
H 8.741 3.328 5.438 0.29
H 9.339 1.768 4.790 0.29
H 9.887 2.355 6.368 0.22
C -2.100 -7.697 -3.268 -0.89
C -2.727 -7.569 -4.641 -0.26
O -3.440 -8.762 -4.994 -0.35
C -4.658 -8.881 -4.459 0.78
O -5.197 -8.085 -3.734 -0.55
O -5.171 -10.052 -4.854 -0.33
C -6.452 -10.343 -4.295 -0.63
H -1.486 -8.598 -3.208 0.31
H -1.477 -6.829 -3.045 0.32
H -2.862 -7.781 -2.492 0.18
H -1.945 -7.442 -5.390 0.30
H -3.379 -6.696 -4.704 0.31
H -7.152 -9.524 -4.464 0.29
H -6.356 -10.551 -3.229 0.29
H -6.834 -11.233 -4.792 0.22
C -2.808 9.559 -1.997 -1.10
C -3.465 8.213 -2.226 -0.15
O -2.866 7.531 -3.337 -0.37
C -1.712 6.912 -3.077 0.80
O -1.152 6.871 -2.010 -0.57
O -1.272 6.362 -4.214 -0.34
C -0.001 5.722 -4.097 -0.49
H -2.812 10.149 -2.917 0.30
H -3.331 10.116 -1.218 0.37
H -1.766 9.443 -1.697 0.30
H -4.515 8.356 -2.481 0.29
H -3.432 7.593 -1.329 0.29
H 0.005 5.003 -3.279 0.16
H 0.781 6.469 -3.957 0.29
H 0.186 5.190 -5.028 0.23
```

The value obtained for the total energy is -72078.2798 eV. The total charge is 0. Its SMILES is O=C1C=C(CCSc2nnco2)C(=O)O1.CCOC(=O)OC.CCOC(=O)OC.CCOC(=O)OC.CCOC(=O)OC.

Record 4
Computed, not measured: one molecule with the formula C22H32N2O2, with ωB97M-V/def2-TZVPD.

```
58
Properties=species:S:1:pos:R:3:mulliken_charge:R:1
C 2.666 -2.573 0.433 -1.69
C 1.402 -1.765 0.198 0.34
C 1.543 -0.780 -0.973 -1.19
C 1.642 -1.483 -2.300 0.56
C 0.501 -2.063 -2.856 -0.32
C 0.558 -2.747 -4.062 -1.16
C 1.770 -2.848 -4.726 0.71
C 2.913 -2.271 -4.183 0.57
C 2.854 -1.595 -2.975 -0.83
C 4.104 -2.526 -5.074 -0.95
C 3.450 -2.912 -6.413 -0.64
C 2.097 -3.539 -6.027 -0.90
N 1.043 -1.061 1.420 -0.15
C -0.207 -0.599 1.627 -0.38
O -1.137 -0.807 0.861 -0.71
C -0.387 0.257 2.876 1.94
O 0.713 0.138 3.770 -0.69
C -0.664 1.736 2.523 -1.65
C -2.112 1.600 3.075 2.08
C -2.435 2.553 4.218 -1.22
C -2.610 3.984 3.718 -0.85
C -3.687 4.087 2.638 0.27
N -3.854 5.443 2.111 -0.69
C -3.364 3.121 1.500 -0.80
C -3.186 1.690 1.997 -1.13
C -1.789 0.150 3.513 -1.98
H 2.945 -3.109 -0.473 0.40
H 3.498 -1.916 0.703 0.38
H 2.523 -3.297 1.235 0.45
H 0.572 -2.437 -0.030 0.31
H 0.668 -0.128 -0.964 0.46
H 2.426 -0.156 -0.805 0.33
H -0.445 -1.963 -2.334 0.52
H -0.340 -3.186 -4.481 0.40
H 3.746 -1.140 -2.554 0.37
H 4.771 -1.668 -5.157 0.35
H 4.695 -3.358 -4.675 0.26
H 3.269 -2.005 -6.994 0.29
H 4.071 -3.574 -7.016 0.33
H 2.201 -4.616 -5.862 0.27
H 1.332 -3.402 -6.791 0.36
H 1.756 -0.776 2.073 0.39
H 0.594 -0.665 4.289 0.43
H -0.022 2.398 3.105 0.40
H -0.583 1.980 1.464 0.28
H -3.359 2.218 4.704 0.35
H -1.645 2.506 4.973 0.46
H -2.849 4.655 4.547 0.27
H -1.663 4.338 3.288 0.37
H -4.647 3.785 3.074 0.33
H -4.540 5.968 2.635 0.27
H -2.982 5.957 2.128 0.26
H -4.152 3.178 0.748 0.35
H -2.444 3.464 1.012 0.18
H -2.932 1.019 1.174 0.40
H -4.132 1.330 2.421 0.42
H -2.423 -0.618 3.074 0.36
H -1.733 0.026 4.596 0.46
```

The value obtained for the total energy is -30409.9642 eV. The total charge is 0. The calculation puts the relative energy (zero: lowest compared OMol25 entry of this formula, charge and spin) at 77.7 kJ/mol.

Record 5
Computed, not measured: one molecule with the formula C7H8O at a distorted geometry, with ωB97M-V/def2-TZVPD.

```
16
Properties=species:S:1:pos:R:3:mulliken_charge:R:1
C -0.550 -1.325 -2.336 -0.93
O -1.209 -0.886 -1.184 -0.33
C -0.379 -0.207 -0.246 0.67
C -0.979 -0.092 1.008 -0.58
C -0.273 0.662 1.978 -0.45
C 1.040 1.140 1.716 -0.57
C 1.579 0.921 0.472 -0.32
C 0.914 0.222 -0.463 -0.27
H 0.229 -1.947 -2.400 0.48
H -0.174 -0.438 -3.132 0.27
H -1.492 -1.697 -2.951 0.25
H -1.837 -0.564 1.096 0.57
H -0.614 0.709 2.986 0.35
H 1.554 1.639 2.444 0.46
H 2.545 1.362 0.260 0.33
H 1.352 0.099 -1.610 0.07
```

The value obtained for the total energy is -9433.9294 eV. The total charge is 0. The calculation puts the relative energy (zero: lowest compared OMol25 entry of this formula, charge and spin) at 223.2 kJ/mol. Its SMILES is COc1ccccc1.